This record from OMol25 describes the ion C35H41N6O with charge +1 at a distorted geometry. The level of theory is ωB97M-V with the def2-TZVPD basis set.

- Multiplicity: 1
- Total charge: +1
- Largest force on an atom: 3.37 eV/A
- E_HOMO: -10.459 eV
- Lowest unoccupied orbital energy: -0.0825 Ha
- Structure (SMILES): CN1C(=O)[C@@H](Cc2ccccc2)N(/C=C/[C@H](c2ccccc2)[N@H+]2CCC[C@H]2Cn2cc(-c3ccccc3)nn2)C1(C)C
- HOMO-LUMO gap: 8.22 eV

Last columns: bonded neighbours and bond lengths (Å).
Atoms and positions in Å:
1 C 2.18617 -2.92037 -4.70087  N2 1.444, H26 1.093, H27 1.094, H28 1.098
2 N 1.54438 -2.14517 -3.66535  C1 1.444, C3 1.368, C23 1.457
3 C 0.37426 -1.47622 -3.90152  N2 1.368, O4 1.228, C5 1.531
4 O -0.20084 -1.40399 -4.98370  C3 1.228
5 C -0.05727 -0.83700 -2.57910  C3 1.531, C6 1.535, N13 1.455, H29 1.108
6 C -1.49013 -1.21372 -2.17700  C5 1.535, C7 1.511, H30 1.102, H31 1.101
7 C -2.50749 -0.51493 -3.04928  C6 1.511, C8 1.401, C12 1.397
8 C -3.30756 -1.24116 -3.94115  C7 1.401, C9 1.396, H32 1.093
9 C -4.15158 -0.56823 -4.82594  C8 1.396, C10 1.400, H33 1.092
10 C -4.20912 0.83076 -4.81469  C9 1.400, C11 1.403, H34 1.091
11 C -3.44043 1.55363 -3.89005  C10 1.403, C12 1.398, H35 1.091
12 C -2.63333 0.87387 -2.97311  C7 1.397, C11 1.398, H36 1.096
13 N 0.97207 -1.30483 -1.66406  C5 1.455, C14 1.370, C23 1.466
14 C 0.98670 -0.90638 -0.35346  N13 1.370, C15 1.357, H37 1.106
15 C 1.82729 -1.44465 0.56514  C14 1.357, C16 1.508, H38 1.083
16 C 1.86377 -0.98101 1.99989  C15 1.508, C17 1.549, H39 1.107, N63 1.429
17 C 2.69716 -1.86795 2.95854  C16 1.549, C18 1.403, C22 1.406
18 C 2.97511 -1.41294 4.25583  C17 1.403, C19 1.398, H40 1.094
19 C 3.76352 -2.17901 5.11968  C18 1.398, C20 1.403, H41 1.092
20 C 4.44578 -3.30156 4.62654  C19 1.403, C21 1.395, H42 1.089
21 C 4.19481 -3.74544 3.32829  C20 1.395, C22 1.399, H43 1.090
22 C 3.23912 -3.09583 2.53937  C17 1.406, C21 1.399, H44 1.097
23 C 1.91466 -2.25698 -2.26026  N2 1.457, N13 1.466, C24 1.540, C25 1.537
24 C 1.66358 -3.69376 -1.76687  C23 1.540, H45 1.101, H46 1.099, H47 1.094
25 C 3.38703 -1.85004 -2.09125  C23 1.537, H48 1.099, H49 1.089, H50 1.098
26 H 1.76875 -2.64167 -5.67133  C1 1.093
27 H 3.26181 -2.71900 -4.69606  C1 1.094
28 H 2.04404 -3.99747 -4.54008  C1 1.098
29 H 0.02046 0.26263 -2.68870  C5 1.108
30 H -1.60336 -2.30606 -2.26732  C6 1.102
31 H -1.64371 -0.93624 -1.12306  C6 1.101
32 H -3.22840 -2.33109 -3.95251  C8 1.093
33 H -4.75309 -1.14187 -5.53385  C9 1.092
34 H -4.85638 1.35622 -5.51866  C10 1.091
35 H -3.46350 2.64466 -3.87435  C11 1.091
36 H -2.09035 1.41535 -2.18997  C12 1.096
37 H 0.27553 -0.09162 -0.12315  C14 1.106
38 H 2.57827 -2.16927 0.27406  C15 1.083
39 H 2.38333 -0.00351 2.01170  C16 1.107
40 H 2.58182 -0.45301 4.60240  C18 1.094
41 H 3.85627 -1.88504 6.16686  C19 1.092
42 H 5.16726 -3.82000 5.25568  C20 1.089
43 H 4.72645 -4.60390 2.91738  C21 1.090
44 H 2.93635 -3.54184 1.58383  C22 1.097
45 H 0.69336 -4.05071 -2.14502  C24 1.101
46 H 2.46105 -4.34791 -2.14565  C24 1.099
47 H 1.65209 -3.73818 -0.67378  C24 1.094
48 H 3.58138 -0.95452 -2.69851  C25 1.099
49 H 3.63113 -1.61362 -1.05702  C25 1.089
50 H 4.02350 -2.68161 -2.41998  C25 1.098
51 C -4.49829 6.67501 -0.39207  C52 1.404, C67 1.407, H68 1.091
52 C -3.31491 6.99350 0.29314  C51 1.404, C53 1.393, H69 1.092
53 C -2.34629 6.01579 0.50670  C52 1.393, C54 1.420, H70 1.092
54 C -2.54612 4.69250 0.03310  C53 1.420, C55 1.445, C66 1.414
55 C -1.61748 3.62653 0.33299  C54 1.445, C56 1.384, N65 1.377
56 C -0.47881 3.65681 1.11842  C55 1.384, N57 1.355, H71 1.076
57 N -0.10877 2.35936 1.24498  C56 1.355, C58 1.456, N64 1.369
58 C 0.83869 1.77403 2.18363  N57 1.456, C59 1.534, H72 1.106, H73 1.102
59 C 0.14675 0.63797 2.94839  C58 1.534, C60 1.506, N63 1.532, H74 1.098
60 C 0.28967 0.59547 4.44726  C59 1.506, C61 1.537, H75 1.098, H76 1.098
61 C -0.10019 -0.84603 4.81243  C60 1.537, C62 1.527, H77 1.094, H78 1.098
62 C -0.03818 -1.70247 3.54922  C61 1.527, N63 1.552, H79 1.096, H80 1.100
63 N 0.52685 -0.76061 2.45341  C16 1.429, C59 1.532, C62 1.552, H81 1.028
64 N -0.96510 1.55402 0.54430  N57 1.369, N65 1.308
65 N -1.83993 2.32306 -0.05079  C55 1.377, N64 1.308
66 C -3.72921 4.39355 -0.68085  C54 1.414, C67 1.394, H82 1.093
67 C -4.69512 5.37560 -0.89348  C51 1.407, C66 1.394, H83 1.091
68 H -5.26150 7.44112 -0.53996  C51 1.091
69 H -3.14714 8.00784 0.66133  C52 1.092
70 H -1.42096 6.24187 1.04138  C53 1.092
71 H 0.00603 4.49742 1.58265  C56 1.076
72 H 1.71734 1.43169 1.60483  C58 1.106
73 H 1.16775 2.57325 2.86663  C58 1.102
74 H -0.93043 0.68650 2.73874  C59 1.098
75 H 1.30837 0.89039 4.73154  C60 1.098
76 H -0.38632 1.33258 4.90060  C60 1.098
77 H 0.53453 -1.24788 5.60815  C61 1.094
78 H -1.14268 -0.83451 5.15633  C61 1.098
79 H 0.58741 -2.60020 3.61998  C62 1.096
80 H -1.03567 -1.99122 3.18611  C62 1.100
81 H -0.09536 -0.84384 1.63953  N63 1.028
82 H -3.86487 3.37312 -1.04904  C66 1.093
83 H -5.60177 5.13003 -1.44811  C67 1.091